Entry from the Open Molecules 2025 dataset: 7 unconnected molecules or ions with the total composition C38H50F13N5O7 at a distorted geometry (ωB97M-V/def2-TZVPD).

Element x y z (Å)
F -4.1976 1.8026 -2.0921
F -0.6685 -0.3648 -1.2753
C -4.9691 0.2802 2.8673
H 9.2740 2.2207 0.2834
C 6.5230 0.8259 2.5927
F -2.1504 1.4200 -2.8174
N 3.5002 3.6932 1.6202
H 3.6224 -1.8242 -3.7760
F -3.3657 -2.5782 -1.2601
H -4.5247 1.1797 3.2946
H -5.5218 -4.3715 6.4243
H -7.5341 -1.1479 -3.0092
H 5.3735 -6.3026 -6.3133
H 11.2646 2.1729 -2.2589
H -6.5027 -2.0846 3.2449
C -1.6778 -2.4456 -2.9251
H -5.0957 0.4285 1.7949
H -5.8342 3.6738 6.1545
C 2.2938 2.3221 -2.3700
C 6.9065 -3.9253 -6.6462
H -0.3169 3.1976 -2.9272
H -9.0556 -2.0335 -2.7948
O 5.1489 -3.4786 -5.1129
H -4.1162 -5.0131 5.5536
H 9.3762 3.5412 -0.9224
F -2.3784 -3.5283 -3.4465
H -4.1312 3.9949 8.2243
H 7.5766 -4.7726 -6.4892
F -4.1108 0.1872 -0.3110
O -3.5940 -2.7333 4.6705
H -2.7601 3.5469 7.1647
C 4.0159 2.3461 -0.4700
H 7.3545 -3.0372 -6.2001
H -5.5603 -2.4535 -4.3040
H -5.7985 2.0798 5.3591
F -3.3527 3.6696 -0.2708
C 4.5030 -1.1678 -3.5846
H -4.3019 -0.5644 3.0559
H -5.5943 -1.7055 6.7710
C -2.6722 -1.6304 -1.9939
N 5.1723 3.5238 3.3197
C 1.4411 3.2031 -1.5376
H 4.6605 4.3634 3.6079
H -5.9426 -4.0968 -4.8436
C 1.8816 3.6443 -0.2219
C -4.1328 -2.8879 5.7485
O -4.6196 1.0966 7.3054
C -6.3067 0.0296 3.5116
C 5.5754 -4.1949 -5.9928
H -3.1111 2.6000 8.6226
C -7.5614 -3.1074 -3.8744
H 5.4150 -1.7603 -3.3009
F -1.3478 -1.6798 -4.0032
C 4.6870 3.1760 1.9926
C -2.8163 0.6138 -0.5604
H 4.6897 -0.6208 -0.3026
F -1.8719 -1.4050 0.2285
C 3.1877 3.2208 0.3544
H 3.8618 -5.4629 -5.9211
H 4.5647 -5.2790 -7.5386
O -8.3844 -3.6580 -4.5717
H 3.7751 -1.9421 -1.1504
O -6.7450 0.7692 4.3692
H -5.6812 -3.7874 -3.1162
H -4.2315 -0.7914 6.1077
C 5.5531 2.2860 1.1866
H 1.9142 2.0143 -3.3663
H -0.9377 4.1946 -0.0580
C 10.7321 1.2652 -1.9685
H -7.6411 -2.4867 -1.8257
C -6.0871 -3.3729 -4.0414
C -1.9753 -0.6735 -0.9439
C 4.7963 -5.3908 -6.4777
C 3.8502 -0.8348 -1.0198
H 1.2066 4.3105 0.3668
F -0.6154 -2.9743 -2.2887
C -4.4455 -4.2656 6.2760
C 3.5631 1.9137 -1.8329
C 8.9230 2.5760 -0.6873
H 11.1624 0.8538 -1.0533
H 7.8410 2.6987 -0.6449
C -5.1852 2.8578 5.8284
C -4.4679 2.2633 7.0096
H 2.8724 -0.4571 -0.6280
O 6.7875 1.8178 1.7181
C -7.0792 -1.1779 3.0494
H -0.5518 2.4620 -0.2544
H 4.8500 2.7746 3.9462
H 6.7677 -3.7490 -7.7145
C -4.5147 -1.7131 6.6091
N 5.2437 1.8840 -0.0420
C 9.2703 1.5715 -1.7572
H -4.4584 3.2239 5.0989
H 0.0596 4.8115 -2.0636
H -8.0206 -1.2359 3.5964
C -7.9696 -2.1277 -2.8031
O 8.4122 1.0325 -2.4196
H -3.9186 -4.4318 7.2173
C -0.9780 3.3462 -0.7936
C -2.8678 1.7262 -1.6879
F -2.3340 1.0558 0.6440
C -3.5582 3.1660 7.8047
N 4.4270 1.0698 -2.6122
H 10.8350 0.5288 -2.7656
N 6.4626 -0.0583 3.3193
H 4.7314 -0.5605 -4.4925
F -2.6570 3.9971 -2.3400
C 4.2499 -0.1878 -2.3829
C -2.4693 3.1727 -1.2183
F -3.6074 -1.0043 -2.7901
C 0.0108 3.7005 -1.9834
H -7.2978 -1.0939 1.9830
H -3.9915 -1.7657 7.5654

The calculation puts the largest force on an atom at 4.12 eV/Å. The calculation puts the LUMO energy at -0.84 eV. The value obtained for the orbital gap is 7.711 eV. The SMILES is CC(C)=Nc1cc(CCC(F)(F)C(F)(F)C(F)(F)C(F)(F)C(F)(F)C(F)(F)F)cc2nc(N)c(OC#N)nc12.CC(C)=O.CC(C)=O.CC(C)=O.CC(C)=O.CC(C)=O.CC(C)=O. The value obtained for the energy is -3576.57909 Eh.